Molecular formula: C5H8O4
Method: DFT, ωB97M-V/def2-TZVPD

Element x y z (Å)
C 1.85 -0.27 -1.22
C 1.59 -0.74 -2.65
O 2.38 -1.61 -3.13
O 0.66 -0.20 -3.33
H 2.90 0.03 -1.20
H 1.55 -1.03 -0.51
H 1.33 0.65 -1.00
C -1.03 0.20 0.82
C -2.34 -0.19 1.46
C 0.00 0.92 1.74
O -0.38 1.76 2.60
O 1.19 0.66 1.45
H -0.46 -0.52 0.23
H -1.07 0.97 0.04
H -2.73 -1.18 1.22
H -3.12 0.43 0.98
H -2.33 0.14 2.49

Calculated values
energy above the lowest of the compared OMol25 structures with the same formula, charge and spin	24.6	kcal per mole
calculated total energy	-496.286716	Ha
E_HOMO	-0.74	eV
spin multiplicity	1
HOMO-LUMO gap	7.04	eV
total charge	-2
lowest unoccupied orbital energy	6.30	eV

Atomic partial charges in e from the Löwdin method, atoms 1 to 5: C -0.07; C -0.80; O -0.17; O -0.15; H 0.06